No. 1
Below is C13H44CsN10O13S as an isolated structure, with properties calculated with wB97M-V/def2-TZVPD.

Output
Kohn-Sham gap	8.0	eV
strongest force on any atom	2.5	eV/A
HOMO energy	-6.9	eV
energy relative to the best compared isomer or geometry (same formula, charge and spin)	0.0	kcal/mol
lowest unoccupied orbital energy	1.153	eV
total charge	-1
E_tot	-67106.4419	eV

Positions of all 82 atoms, in Å:
Cs: -1.491 -7.901 1.829
S: -5.106 -6.824 0.660
O: -4.335 -7.836 1.433
O: -4.209 -5.954 -0.094
O: -6.029 -7.518 -0.268
O: -5.809 -5.979 1.640
C: -6.337 -9.790 -3.057
O: -6.119 -10.663 -3.908
N: -5.549 -8.702 -2.839
N: -7.348 -9.918 -2.152
H: -4.869 -8.363 -3.491
H: -5.773 -8.166 -2.001
H: -7.377 -9.221 -1.436
H: -7.947 -10.719 -2.159
C: -9.474 -6.993 0.961
O: -10.620 -7.247 1.355
N: -8.929 -5.772 1.035
N: -8.702 -7.947 0.353
H: -7.990 -5.603 0.723
H: -9.527 -5.116 1.505
H: -7.682 -7.947 0.216
H: -9.156 -8.844 0.430
C: -3.107 -10.965 -0.199
O: -2.137 -10.523 0.447
N: -3.112 -12.212 -0.713
N: -4.201 -10.227 -0.501
H: -3.921 -12.538 -1.209
H: -2.466 -12.896 -0.365
H: -4.212 -9.321 -0.051
H: -4.947 -10.626 -1.036
C: -7.847 -7.489 5.419
O: -8.749 -7.443 6.262
N: -6.764 -8.283 5.571
N: -7.914 -6.849 4.227
H: -6.702 -8.830 6.410
H: -6.188 -8.590 4.783
H: -8.616 -6.134 4.152
H: -7.260 -6.838 3.457
C: -2.350 -7.204 -3.091
O: -1.595 -7.827 -3.828
N: -2.667 -7.563 -1.808
N: -2.950 -6.019 -3.414
H: -3.107 -6.860 -1.229
H: -2.347 -8.443 -1.448
H: -3.516 -5.494 -2.771
H: -2.924 -5.681 -4.360
C: -6.578 -5.446 -4.259
C: -7.653 -5.809 -3.212
O: -7.162 -5.444 -1.907
H: -6.815 -4.515 -4.771
H: -6.397 -6.213 -5.021
H: -5.579 -5.432 -3.825
H: -7.832 -6.883 -3.267
H: -8.577 -5.259 -3.377
H: -6.938 -6.287 -1.482
C: -6.670 -11.202 3.672
C: -5.951 -10.298 2.688
O: -5.250 -9.309 3.400
H: -7.519 -10.700 4.132
H: -5.959 -11.564 4.413
H: -7.041 -12.076 3.131
H: -6.567 -9.848 1.894
H: -5.175 -10.803 2.086
H: -4.833 -8.679 2.744
C: -3.945 -6.089 5.158
C: -4.700 -4.889 4.676
O: -4.288 -4.458 3.404
H: -4.163 -7.050 4.683
H: -4.050 -6.361 6.215
H: -2.871 -5.883 5.105
H: -4.396 -4.015 5.272
H: -5.785 -4.910 4.825
H: -4.745 -4.957 2.702
C: -1.784 -1.899 -1.212
C: -2.575 -3.196 -1.317
O: -3.047 -3.484 0.004
H: -2.336 -0.977 -1.380
H: -1.068 -2.033 -2.037
H: -1.112 -1.773 -0.364
H: -1.891 -3.948 -1.712
H: -3.464 -2.987 -1.919
H: -3.429 -4.380 0.025

=====

No. 2
Below is a 8-piece molecular cluster, C13H44N12O8 overall, with properties calculated with wB97M-V/def2-TZVPD.

Output
Kohn-Sham gap	8.9	eV
strongest force on any atom	2.0	eV/A
HOMO energy	-8.7	eV
SMILES	COC[C@H](C)N.COC[C@H](C)N.NC(N)=O.NC(N)=O.NC(N)=O.NC(N)=O.NC(N)=O.O
lowest unoccupied orbital energy	0.192	eV
total charge	0
E_tot	-48460.1576	eV

Positions of all 77 atoms, in Å:
C: 4.898 -0.943 -2.289
O: 4.405 -0.975 -3.420
N: 4.358 -1.511 -1.165
N: 6.019 -0.207 -2.018
H: 4.898 -1.438 -0.329
H: 3.405 -1.877 -1.151
H: 6.487 -0.210 -1.137
H: 6.438 0.251 -2.810
C: 1.274 -3.827 -1.204
O: 1.879 -2.810 -0.846
N: -0.055 -3.948 -1.078
N: 1.901 -4.917 -1.741
H: -0.466 -4.862 -1.076
H: -0.545 -3.192 -0.604
H: 2.855 -4.977 -2.039
H: 1.376 -5.765 -1.838
C: -0.539 -0.538 0.159
O: -1.026 -1.649 -0.118
N: 0.785 -0.247 0.070
N: -1.290 0.458 0.694
H: 1.427 -1.012 -0.052
H: 1.115 0.710 0.120
H: -0.726 1.209 1.067
H: -2.276 0.552 0.549
C: 1.153 -0.938 -4.740
O: 0.024 -1.082 -5.202
N: 2.316 -0.851 -5.461
N: 1.466 -1.014 -3.424
H: 3.152 -1.045 -4.926
H: 2.323 -0.801 -6.459
H: 0.852 -1.058 -2.632
H: 2.445 -0.873 -3.178
C: 0.537 0.887 3.362
O: 0.466 1.680 2.413
N: 0.536 -0.450 3.181
N: 0.567 1.331 4.650
H: 0.355 -0.709 2.221
H: 1.000 -1.042 3.843
H: 0.680 0.627 5.358
H: 0.258 2.223 4.979
C: -5.439 -0.676 2.344
C: -4.115 -1.018 1.681
C: -3.681 -2.448 2.031
O: -3.642 -2.753 3.427
C: -2.820 -1.824 4.138
N: -4.261 -0.949 0.200
H: -5.450 -0.525 3.422
H: -6.199 -1.382 2.005
H: -5.805 0.281 1.949
H: -3.318 -0.336 1.980
H: -2.649 -2.534 1.664
H: -4.269 -3.215 1.533
H: -2.879 -2.129 5.184
H: -3.094 -0.778 4.049
H: -1.779 -2.029 3.871
H: -3.279 -1.015 -0.074
H: -4.559 -0.009 -0.061
C: -0.664 4.857 -1.506
C: -0.059 3.729 -0.638
C: 1.465 3.611 -0.820
O: 1.853 2.462 -0.099
C: 3.231 2.160 -0.170
N: -0.465 4.006 0.743
H: -0.324 5.858 -1.255
H: -1.735 4.790 -1.304
H: -0.622 4.557 -2.555
H: -0.488 2.766 -0.923
H: 1.834 4.588 -0.478
H: 1.736 3.562 -1.879
H: 3.899 3.017 -0.030
H: 3.468 1.914 -1.214
H: 3.538 1.354 0.490
H: -0.136 3.289 1.394
H: 0.131 4.784 1.035
O: -4.636 1.928 -0.743
H: -4.033 2.565 -0.339
H: -5.483 2.385 -0.782

=====

No. 3
Below is a 9-piece molecular cluster, C13H44N14O9 overall, with properties calculated with wB97M-V/def2-TZVPD.

Output
Kohn-Sham gap	9.4	eV
strongest force on any atom	3.4	eV/A
HOMO energy	-9.4	eV
energy relative to the best compared isomer or geometry (same formula, charge and spin)	51.7	kcal/mol
SMILES	NC(N)=O.NC(N)=O.NC(N)=O.NC(N)=O.NC(N)=O.NC(N)=O.NC(N)=O.CC(C)O.CC(C)O
lowest unoccupied orbital energy	0.054	eV
total charge	0
E_tot	-53489.6508	eV

Positions of all 80 atoms, in Å:
C: 16.372 -8.722 -10.618
O: 15.481 -7.916 -10.346
N: 17.668 -8.707 -10.230
N: 16.120 -9.720 -11.478
H: 18.119 -7.979 -9.706
H: 18.262 -9.472 -10.521
H: 15.204 -9.817 -11.878
H: 16.817 -10.395 -11.747
C: 23.245 -14.933 -10.311
O: 24.343 -15.202 -9.826
N: 22.499 -13.938 -9.786
N: 22.501 -15.765 -11.116
H: 21.495 -13.938 -9.838
H: 23.135 -13.493 -9.139
H: 21.633 -15.375 -11.439
H: 22.923 -16.563 -11.555
C: 20.865 -10.298 -8.039
O: 21.946 -10.563 -8.571
N: 19.634 -10.361 -8.571
N: 20.836 -9.556 -6.902
H: 18.878 -10.278 -7.913
H: 19.403 -10.656 -9.504
H: 20.052 -9.564 -6.272
H: 21.700 -9.316 -6.444
C: 12.696 -14.183 -7.803
O: 12.166 -13.404 -7.030
N: 12.464 -15.520 -7.797
N: 13.636 -13.915 -8.763
H: 12.944 -16.096 -8.457
H: 11.750 -15.796 -7.142
H: 13.910 -12.960 -9.002
H: 14.070 -14.657 -9.277
C: 19.527 -17.406 -12.494
O: 20.448 -16.862 -13.114
N: 18.602 -18.136 -13.188
N: 19.390 -17.295 -11.168
H: 18.048 -18.700 -12.564
H: 18.932 -18.345 -14.114
H: 18.542 -17.746 -10.859
H: 19.666 -16.457 -10.675
C: 13.710 -10.435 -8.330
O: 14.308 -11.177 -9.133
N: 13.684 -9.079 -8.434
N: 13.187 -10.756 -7.121
H: 14.209 -8.683 -9.211
H: 13.162 -8.487 -7.821
H: 12.809 -11.698 -7.034
H: 12.718 -10.041 -6.602
C: 19.830 -11.224 -12.197
O: 18.850 -10.844 -11.555
N: 21.053 -11.441 -11.639
N: 19.783 -11.694 -13.439
H: 20.901 -11.228 -10.664
H: 21.747 -12.053 -12.025
H: 20.593 -12.010 -13.942
H: 18.945 -11.582 -13.984
C: 17.430 -12.881 -8.923
C: 18.645 -13.841 -8.784
C: 18.429 -15.136 -7.985
O: 19.100 -14.237 -10.110
H: 17.197 -12.276 -8.041
H: 16.459 -13.380 -8.855
H: 17.611 -12.226 -9.772
H: 19.403 -13.287 -8.229
H: 18.126 -14.990 -6.951
H: 19.346 -15.720 -8.073
H: 17.728 -15.756 -8.552
H: 18.311 -14.589 -10.536
C: 16.005 -13.595 -12.219
C: 16.251 -14.242 -13.573
C: 17.727 -14.442 -13.912
O: 15.647 -15.535 -13.566
H: 15.016 -13.812 -11.821
H: 16.302 -12.569 -12.431
H: 16.675 -14.099 -11.521
H: 15.820 -13.653 -14.390
H: 18.314 -13.519 -13.888
H: 17.864 -14.748 -14.949
H: 18.289 -14.944 -13.123
H: 15.811 -15.998 -14.392

=====

No. 4
Below is a 9-piece molecular cluster, C13H44N4O9 overall, with properties calculated with wB97M-V/def2-TZVPD.

Output
Kohn-Sham gap	9.6	eV
strongest force on any atom	8.8	eV/A
HOMO energy	-9.3	eV
energy relative to the best compared isomer or geometry (same formula, charge and spin)	37.0	kcal/mol
SMILES	NC(N)=O.NC(N)=O.CCO.CCO.CCO.CCO.CO.CO.CO
lowest unoccupied orbital energy	0.370	eV
total charge	0
E_tot	-38578.4110	eV

Positions of all 70 atoms, in Å:
C: -15.870 5.801 -18.943
C: -15.879 7.157 -18.196
O: -16.234 7.027 -16.799
H: -16.801 5.441 -19.096
H: -15.306 4.907 -18.560
H: -15.555 6.014 -19.946
H: -16.459 7.906 -18.680
H: -14.807 7.303 -18.257
H: -15.525 6.611 -16.376
C: -12.763 6.917 -21.179
C: -13.065 8.207 -20.428
O: -12.509 8.209 -19.119
H: -13.144 6.953 -22.197
H: -13.318 6.084 -20.627
H: -11.757 6.601 -21.219
H: -14.137 8.366 -20.384
H: -12.563 8.923 -21.032
H: -12.775 9.053 -18.727
C: -10.294 5.236 -18.970
C: -10.743 4.069 -18.127
O: -10.050 4.202 -16.926
H: -10.582 6.150 -18.501
H: -10.801 5.052 -19.902
H: -9.218 5.103 -19.243
H: -10.528 3.169 -18.591
H: -11.855 4.142 -17.939
H: -10.680 3.990 -16.305
C: -10.645 4.203 -23.929
C: -9.732 4.967 -22.923
O: -9.314 4.024 -21.966
H: -10.041 3.445 -24.340
H: -11.008 4.944 -24.694
H: -11.453 3.718 -23.340
H: -10.219 5.757 -22.390
H: -8.897 5.387 -23.393
H: -8.494 4.224 -21.422
C: -14.672 11.030 -16.992
O: -14.737 9.936 -17.833
N: -15.633 11.525 -16.322
N: -13.551 11.695 -16.636
H: -16.548 11.004 -16.447
H: -15.721 12.149 -15.527
H: -12.706 11.584 -17.262
H: -13.679 12.639 -16.166
C: -8.935 9.077 -20.436
O: -9.560 9.882 -21.265
N: -7.652 8.955 -20.508
N: -9.507 8.258 -19.600
H: -7.162 9.537 -21.204
H: -7.149 8.428 -19.762
H: -10.528 8.254 -19.715
H: -9.057 7.466 -19.268
C: -12.934 6.865 -16.630
O: -13.484 6.567 -15.363
H: -13.302 7.903 -16.871
H: -13.138 6.055 -17.349
H: -11.855 6.884 -16.645
H: -12.706 6.516 -14.801
C: -13.246 2.814 -20.238
O: -14.378 2.337 -20.982
H: -12.361 2.985 -20.907
H: -12.944 2.179 -19.430
H: -13.478 3.754 -19.698
H: -15.200 2.490 -20.480
C: -12.236 11.651 -19.380
O: -11.487 11.325 -18.255
H: -13.312 11.574 -19.435
H: -11.867 11.101 -20.219
H: -12.050 12.741 -19.476
H: -10.569 11.137 -18.512